1.
43
Properties=species:S:1:pos:R:3:forces:R:3 method="wB97M-V/def2-TZVPD" total_charge=+2 spin_multiplicity=3 homo_lumo_gap_ev="8.3 / 4.8"
C 0.5029 2.7706 0.4956 -0.2 0.6 -0.5
N 0.6943 1.5066 0.0633 0.5 0.7 -1.3
N 0.8573 1.5359 -1.2879 -0.1 0.4 -0.6
C 0.7686 2.8228 -1.7063 -0.1 -0.5 0.3
C 0.5434 3.6453 -0.6016 0.0 -0.4 0.4
B 1.0124 0.2608 -2.1976 1.4 1.1 -0.1
N 2.1727 -0.6015 -1.6410 -0.4 0.1 -0.3
N 2.2674 -0.9182 -0.3268 0.7 -0.3 0.9
C 3.3623 -1.6866 -0.1753 0.1 0.0 -0.3
C 3.9890 -1.8805 -1.4210 -0.4 0.3 0.2
C 3.1995 -1.1691 -2.3239 -0.1 -0.1 0.7
Pt 0.7822 -0.2134 1.0629 -0.3 13.1 -8.2
N -0.2962 -0.5453 -2.2659 -1.4 0.1 -4.1
N -0.9126 -1.0483 -1.1627 -2.9 -1.6 -0.3
C -2.0468 -1.6086 -1.6030 1.0 0.1 2.6
C -2.1805 -1.4767 -3.0067 -1.2 -0.8 -0.1
C -1.0344 -0.7890 -3.3901 3.6 1.8 1.1
H -2.7224 -2.0928 -0.8941 0.3 0.2 -0.3
H -0.6849 -0.4597 -4.3689 -0.2 -0.1 0.4
H -2.9848 -1.8379 -3.6476 0.3 0.1 0.2
H 1.3017 0.6606 -3.3054 -0.2 -0.3 0.4
H 3.2907 -1.0221 -3.3994 0.0 -0.1 0.4
H 0.8680 3.0549 -2.7655 0.0 0.0 0.4
H 4.8942 -2.4476 -1.6325 -0.4 0.3 0.1
H 0.4272 4.7276 -0.5914 0.1 -0.5 0.0
H 3.6470 -2.0445 0.8145 0.0 0.1 -0.4
H 0.3561 2.9621 1.5570 0.2 0.0 -0.4
H -0.0397 -1.7612 0.7706 -1.5 -1.1 -1.1
C 0.5551 -1.8000 1.7024 -0.4 -10.9 5.9
H 1.3504 -2.5515 1.5919 -0.6 -0.2 0.0
H 1.1870 -0.8214 2.3314 1.3 -1.0 3.1
H -0.0967 -2.0002 2.5628 0.1 -0.4 -0.4
O -0.1200 1.6060 3.3265 0.2 0.0 -0.7
C -1.1336 1.2496 2.7465 2.6 2.5 3.1
C -2.4844 1.4555 3.3099 -1.1 1.5 0.0
C -3.0847 0.1264 2.9812 -0.8 0.2 0.4
C -2.1758 -0.3083 1.8728 -1.6 -3.8 -1.5
O -2.3250 -1.3947 1.3460 0.2 -0.1 -0.5
N -1.0920 0.4897 1.6188 0.1 -0.3 1.4
H -2.5559 1.7796 4.3710 0.5 -0.2 -0.9
H -2.9623 2.2159 2.6539 0.1 -0.2 0.6
H -2.9358 -0.5957 3.8146 -0.2 0.3 -0.6
H -4.1617 0.2048 2.7218 0.8 -0.5 0.0


2.
54
Properties=species:S:1:pos:R:3:forces:R:3 method="wB97M-V/def2-TZVPD" total_charge=-1 homo_lumo_gap_ev=7.5
Bi -0.4789 -0.4983 -0.6829 0.3 -0.1 -0.3
F -2.6778 5.2773 0.5876 0.0 0.0 -0.1
C -2.3430 4.0174 0.2987 0.2 0.0 0.1
F -1.5981 4.0093 -0.8125 -0.2 0.0 0.1
F -3.4547 3.3223 0.0731 -0.1 0.0 0.0
S -1.4158 3.2473 1.6976 0.0 0.2 -0.1
O -1.3172 1.8610 1.3305 0.2 0.0 0.0
O -2.1685 3.5866 2.8665 0.0 0.0 0.0
N -0.0814 4.0987 1.6296 0.0 -0.4 0.1
S 1.3801 3.5919 1.3983 -0.1 0.3 0.0
O 1.5372 2.2136 1.0047 -0.1 0.0 0.1
O 2.2784 4.1074 2.3868 0.0 0.0 0.0
C 1.8536 4.5137 -0.1289 -0.1 -0.1 -0.1
F 1.1467 4.0900 -1.1861 0.2 0.1 0.1
F 1.6865 5.8270 -0.0015 0.0 -0.1 0.0
F 3.1550 4.2749 -0.3854 -0.1 0.0 0.0
S -2.8825 -0.2645 -4.7708 0.0 0.0 0.0
C -2.0223 -0.3504 -3.3775 0.1 0.0 0.0
S -0.4187 0.3020 -3.1904 0.0 0.0 0.0
S -2.6565 -1.1195 -1.9353 -0.1 0.1 0.0
C 5.7480 -0.0357 0.6751 -0.1 0.0 0.0
O 4.5255 -0.5628 1.1860 0.2 0.0 -0.1
C 3.3765 -0.3970 0.4931 -0.2 0.2 0.2
O 2.3703 -0.9428 0.8591 0.0 -0.2 -0.1
N 3.4794 0.4304 -0.5971 0.1 -0.1 -0.2
N 2.2780 0.7296 -1.2574 -0.3 -0.1 0.1
H 6.5336 -0.4559 1.2939 0.0 0.0 0.0
H 5.7816 1.0533 0.7597 0.0 0.0 0.0
H 5.9013 -0.3308 -0.3627 0.0 0.0 0.0
H 4.1117 1.2083 -0.4919 0.1 0.1 0.1
H 2.4977 1.0792 -2.1776 0.0 -0.1 -0.2
H 1.7797 1.4380 -0.7238 0.1 0.2 0.0
C -2.7517 -2.0850 1.3958 0.1 0.0 0.0
N -1.3759 -2.3316 0.9652 0.0 0.1 0.2
C -0.4637 -2.2740 2.1135 -0.1 0.0 -0.1
C -1.2370 -3.5842 0.2260 0.0 0.0 0.0
C 0.0249 -3.6192 -0.6057 0.0 0.1 -0.1
C 0.7012 -4.8209 -0.7907 0.0 0.0 0.0
C 1.7902 -4.8910 -1.6477 0.0 0.0 0.0
C 2.2034 -3.7551 -2.3311 0.0 0.0 0.0
C 1.5458 -2.5474 -2.1271 0.0 0.0 0.1
C 0.4634 -2.4620 -1.2581 0.0 -0.1 0.2
H -3.0771 -2.8307 2.1349 0.0 0.0 0.0
H -3.4243 -2.1202 0.5407 0.0 0.0 0.0
H -2.8167 -1.0935 1.8472 0.0 0.0 0.0
H -0.7484 -3.0159 2.8721 0.0 0.0 0.0
H -0.5004 -1.2781 2.5596 0.0 0.0 0.0
H 0.5564 -2.4627 1.7897 0.1 0.0 0.0
H -2.0868 -3.6528 -0.4571 0.0 0.0 0.0
H -1.2821 -4.4471 0.9069 0.0 0.0 0.0
H 0.3716 -5.7113 -0.2621 0.0 0.0 0.0
H 2.3134 -5.8314 -1.7828 0.0 0.0 0.0
H 3.0383 -3.8097 -3.0215 0.0 0.0 0.0
H 1.8757 -1.6571 -2.6510 0.0 0.0 0.0


Results for E_tot: -1221.43775; -4019.59440 (in Ha, following the order of the records).
Results for max |F|: 15.46; 0.42 (in eV/A, following the order of the records).